C32H43ClMoN4O10P2SSe | the ωB97M-V functional and the def2-TZVPD basis

Structure (XYZ):
```
95
Properties=species:S:1:pos:R:3:forces:R:3
Mo 15.1524 15.5031 11.8744 1.284 1.421 3.978
O 18.1571 13.2809 12.7089 -0.072 1.753 -1.371
P 17.7518 13.3507 11.1754 1.406 -2.307 0.549
O 17.4189 11.8470 10.9236 0.270 1.333 -1.708
O 16.8129 14.4883 10.8987 0.048 -0.791 -0.538
O 19.0806 13.5771 10.1283 -0.416 -0.749 -0.232
P 19.7674 12.4965 9.0969 2.999 1.010 0.723
O 19.1391 11.1567 9.2654 0.015 1.345 -0.716
O 21.0490 12.9367 8.4540 -3.651 -0.850 1.377
O 16.1487 15.1736 13.3237 -3.156 1.111 -4.397
H 17.9610 14.1710 13.1104 0.227 -0.825 0.244
H 18.0112 11.5013 10.0483 -0.924 -0.283 1.619
Se 14.2527 17.6288 12.4534 0.771 -2.733 -0.373
C 21.2204 12.9455 14.9744 1.007 -0.982 -1.832
S 20.3909 13.7995 16.2234 -0.950 1.892 0.546
C 19.7905 12.5662 17.3101 -1.830 -1.572 -1.123
H 22.2973 12.8843 15.1867 -0.296 -0.316 -0.157
H 21.1031 13.6544 14.1327 0.281 -0.649 -0.022
H 20.8217 11.9252 14.6721 0.296 1.285 0.485
H 19.7690 11.6004 16.7139 0.075 0.920 1.091
H 18.7362 12.8102 17.5602 0.653 -0.177 -0.046
H 20.3494 12.5039 18.2008 0.720 -0.401 0.976
C 10.6586 19.4927 10.6565 -0.256 -0.584 -2.047
O 11.4406 18.9576 9.5078 -0.615 0.546 0.812
C 11.2585 19.5324 8.2945 0.820 0.052 -1.960
C 10.7475 20.8232 7.9790 -0.277 -0.420 1.633
C 10.5248 21.2338 6.6617 0.457 -1.051 -0.182
C 11.0704 20.5238 5.5812 0.194 -0.606 1.916
C 11.7157 19.3197 5.8893 -0.251 0.015 -0.081
C 11.7597 18.7578 7.1712 -0.002 2.770 0.549
N 12.4034 17.5230 7.3741 0.286 -2.445 1.320
C 13.3224 17.1805 8.3605 -2.467 0.368 -2.865
C 14.4413 17.9252 8.5717 2.519 1.609 2.993
C 14.8223 19.2523 8.1705 0.496 0.230 -0.961
C 15.9851 19.8523 8.5815 0.592 0.619 1.450
C 16.7837 19.2810 9.6528 -0.723 -1.203 -2.193
C 16.5610 17.9398 9.9761 -0.836 0.547 -0.072
C 15.3588 17.3144 9.5415 0.136 0.581 -1.298
O 15.0796 16.0913 9.9391 0.517 -0.478 1.663
H 11.1071 19.0138 11.5105 0.140 0.215 0.347
H 9.5932 19.1408 10.5451 1.030 0.659 0.104
H 10.7785 20.5794 10.6053 -0.293 -0.343 0.663
H 10.5116 21.5484 8.8125 -0.127 -1.114 -1.086
H 9.8339 22.0316 6.5043 0.215 0.908 -0.146
H 11.0945 20.9096 4.5875 -0.353 0.071 -0.494
H 12.1673 18.7647 5.0836 0.174 -0.169 -0.151
H 11.9421 16.7737 6.8331 0.318 0.162 1.107
H 13.2805 16.2501 8.9602 -0.341 0.266 -1.278
H 14.3057 19.8687 7.4402 -0.567 -0.624 0.021
H 16.2766 20.8463 8.1508 -0.423 -1.094 0.650
H 17.6529 19.7963 10.0158 0.174 0.185 0.175
H 17.2707 17.3321 10.5449 -0.260 0.380 0.097
C 8.2375 9.1896 11.0335 -1.157 0.577 0.070
C 8.5717 10.6706 11.2113 -0.318 1.022 1.619
C 8.5763 11.2739 9.8380 0.876 0.260 -1.399
C 7.4675 11.3770 12.0591 0.748 -1.804 1.346
C 9.9595 10.9548 12.0033 1.008 -0.609 -2.046
O 10.9264 10.2737 11.1535 0.450 1.006 -0.428
C 10.1144 10.3281 13.3665 -2.251 -0.093 0.800
C 11.4402 10.4354 14.0522 1.303 -0.822 1.588
C 12.6041 9.5075 13.6651 1.244 0.549 -0.726
C 13.9252 9.9966 13.8177 -0.550 -0.295 0.444
C 15.0587 9.2550 13.4841 0.481 0.613 -0.351
C 14.8722 7.9999 12.9420 -0.685 0.083 0.154
Cl 16.2294 7.1775 12.2847 0.264 -0.428 0.049
C 13.5802 7.4427 12.8498 2.211 -0.144 -0.055
C 12.4976 8.2121 13.1235 -1.852 0.922 0.679
C 10.1869 12.5448 12.1259 0.848 -1.759 0.833
N 11.7073 12.8933 12.1132 -0.573 1.837 -0.289
C 12.1934 14.1497 12.2128 0.415 -1.915 -0.196
N 13.4790 14.1459 11.8345 0.306 1.365 0.804
C 13.7335 12.8639 11.5567 0.538 -1.132 -0.488
N 12.7249 12.0616 11.7155 -0.459 1.098 -0.378
H 7.6174 9.0997 10.0940 0.562 -0.216 1.213
H 7.6823 8.8327 11.9070 -0.080 -0.170 -0.277
H 9.1152 8.6064 10.9403 0.917 -0.654 -0.322
H 7.6286 11.0755 9.2692 0.766 0.364 0.779
H 9.4088 10.8478 9.2214 -0.643 0.323 0.476
H 8.7545 12.3520 9.9270 -0.318 -0.033 -0.565
H 6.4999 11.1936 11.6106 -0.276 0.092 -0.022
H 7.6319 12.4596 12.1557 -0.151 -0.307 0.135
H 7.4945 10.8224 13.0860 -0.408 1.412 -1.579
H 11.8279 10.6950 11.1045 -1.501 -0.710 0.513
H 9.7075 9.2997 13.3694 0.544 0.251 -0.285
H 9.3765 10.8427 14.0058 0.254 -0.075 0.081
H 11.3116 10.2915 15.1561 -0.322 -0.311 -0.767
H 11.8190 11.4527 14.0978 0.073 0.290 -0.467
H 14.1048 10.9718 14.2604 -0.220 0.106 -0.017
H 16.0920 9.6897 13.5584 -1.228 -0.501 0.007
H 13.5420 6.3942 12.6139 -0.415 -0.107 -0.492
H 11.5054 7.8067 12.9149 0.227 0.022 0.245
H 9.7792 12.8878 13.0965 0.499 -0.170 -0.445
H 9.6380 13.0474 11.3403 0.716 0.360 -0.283
H 11.7973 14.9926 12.6814 -1.282 1.005 0.322
H 14.6919 12.6031 11.1716 0.402 -0.791 -0.038
```
Positions in Å, forces in eV/Å.

Summary:
- F_max: 5.53 eV Å⁻¹
- Charge: +2
- Total energy: -169440.3492 eV
- Kohn-Sham gap: 0.1144 hartree

Atomic partial charges in e from the Löwdin method, atoms 1 to 4: atom 1 (Mo): 1.39, atom 2 (O): -0.07, atom 3 (P): 0.45, atom 4 (O): -0.14

=====

C16H33ClP2Pb | the ωB97M-V functional and the def2-TZVPD basis

Structure (XYZ):
```
53
Properties=species:S:1:pos:R:3:forces:R:3
P -1.6146 0.7510 -1.7374 4.093 -2.639 2.139
P 1.3171 -0.9795 -1.8606 -3.650 2.605 2.397
C -0.6797 0.4233 -3.2573 -1.004 1.260 -0.900
C 0.1570 -0.8349 -3.2466 0.776 -1.266 -0.784
H -0.0536 1.3182 -3.4474 -0.296 -0.412 0.109
H -1.4549 0.4022 -4.0582 0.730 -0.175 -0.006
H -0.4819 -1.7394 -3.2245 0.297 0.399 0.030
H 0.7972 -0.9186 -4.1551 -0.684 0.192 0.106
C 2.7174 -0.0007 -2.1896 2.323 0.232 -1.538
H 3.4903 -0.1412 -1.4095 -0.451 0.064 -0.299
H 2.5185 1.0796 -2.2783 -0.237 -0.625 0.165
H 3.1283 -0.3681 -3.1586 0.338 0.402 0.361
C 1.7709 -2.6189 -1.6325 1.245 -2.744 -0.943
H 2.1983 -2.9614 -2.6028 0.060 -0.343 0.554
H 0.9297 -3.2838 -1.3665 0.313 0.622 -0.126
H 2.5463 -2.7185 -0.8561 -0.284 0.112 -0.292
C -2.0405 2.4055 -1.6526 -1.576 2.697 -1.115
H -2.6979 2.6620 -0.7983 0.412 -0.328 -0.426
H -2.6041 2.5788 -2.5939 -0.092 0.626 0.417
H -1.1732 3.0848 -1.6474 -0.243 -0.533 0.082
C -3.0298 -0.2570 -1.7153 -2.630 -0.395 -1.138
H -2.8335 -1.3409 -1.6874 0.269 0.641 0.034
H -3.5880 -0.0192 -2.6496 -0.338 -0.368 0.438
H -3.6771 -0.0066 -0.8519 0.398 -0.110 -0.387
Pb 0.0218 0.0035 0.1723 0.210 -0.817 -2.682
C 0.4181 -1.6163 -7.3210 0.240 -1.094 0.676
C 1.2317 -0.5838 -7.1631 0.933 0.031 0.424
C 1.1820 0.7855 -7.7673 -0.179 0.554 0.061
C -0.1789 1.2348 -8.3498 0.614 0.459 -0.758
C -1.2873 1.2291 -7.3480 -0.112 1.210 0.576
C -2.0584 0.2268 -6.9585 -0.895 0.018 0.576
C -2.0890 -1.1996 -7.4112 0.172 -0.571 0.090
C -0.8275 -1.7213 -8.1390 -0.718 -0.539 -0.591
C -1.1402 0.9103 1.6511 -0.077 0.587 1.846
H 0.6697 -2.5468 -6.7525 -0.171 0.861 -0.456
H 2.1140 -0.7343 -6.5050 -0.613 0.028 -0.408
H 1.9562 0.8838 -8.5467 -0.179 -0.093 0.182
H 1.4733 1.5099 -6.9803 -0.104 -0.279 -0.290
H -0.0398 2.2785 -8.7269 -0.152 -0.749 0.269
H -0.4203 0.6332 -9.2365 0.055 0.259 0.304
H -1.4574 2.2184 -6.8525 0.104 -0.922 -0.381
H -2.8332 0.4557 -6.1951 0.554 -0.080 -0.511
H -2.9708 -1.3755 -8.0506 0.212 0.112 0.149
H -2.2540 -1.8328 -6.5155 0.063 0.250 -0.336
H -1.0130 -2.7987 -8.3746 0.181 0.770 0.157
H -0.7268 -1.2220 -9.1120 -0.004 -0.221 0.333
H -1.1482 0.1541 2.4381 -0.341 0.361 0.153
H -2.1132 1.1829 1.3247 -0.868 0.261 -0.089
H -0.5321 1.7588 1.9397 -0.382 0.236 0.407
Cl 2.2596 0.6043 2.2663 1.086 0.934 1.141
C 1.4785 -0.7734 1.5781 -0.169 -0.641 -0.369
H 0.8759 -1.2995 2.2922 0.191 -0.310 0.611
H 2.1761 -1.3993 1.0676 0.583 -0.528 0.035
```
Positions in Å, forces in eV/Å.

Summary:
- Energy relative to the best compared isomer or geometry (same formula, charge and spin): 2.921 eV
- F_max: 5.32 eV Å⁻¹
- Charge: 0
- Total energy: -53467.6781 eV
- Kohn-Sham gap: 0.1732 hartree

Atomic partial charges in e from the Löwdin method, atoms 1 to 4: atom 1 (P): 0.59, atom 2 (P): 0.60, atom 3 (C): -0.40, atom 4 (C): -0.39

=====

C24H32N3O5 | the ωB97M-V functional and the def2-TZVPD basis

Structure (XYZ):
```
64
Properties=species:S:1:pos:R:3:forces:R:3
C -6.7501 -4.1854 -0.3507 0.240 0.375 -0.141
C -6.6209 -2.8452 -1.0513 -0.627 -0.153 -0.032
O -5.3383 -2.2804 -0.7476 0.314 -0.198 0.105
C -5.2662 -0.9564 -0.6137 -0.193 0.243 -0.039
O -6.1962 -0.2030 -0.7403 0.112 -0.024 0.003
C -3.8827 -0.4991 -0.2812 0.225 0.030 0.051
C -2.8354 -1.3982 -0.1274 -0.009 0.185 0.010
C -1.5595 -0.9357 0.1810 -0.354 0.475 -0.046
N -0.5376 -1.8965 0.3267 -0.029 -0.252 -0.020
C 0.7537 -1.7036 0.6301 -0.053 -0.577 -0.026
O 1.2599 -0.6021 0.8159 -0.070 0.232 -0.003
C 1.5667 -2.9956 0.7195 0.202 -0.008 -0.014
N 2.9458 -2.7131 1.0662 -0.159 -0.310 -0.082
C 3.7379 -2.0835 0.0189 0.159 0.098 0.178
C 4.6237 -0.9607 0.5984 0.261 -0.370 -0.647
C 5.3064 -0.2105 -0.5204 0.110 -0.044 0.070
C 4.5820 0.3701 -1.5583 0.068 -0.115 -0.021
C 5.2353 1.0268 -2.5854 -0.096 0.021 -0.022
C 6.6181 1.1083 -2.5930 0.057 -0.006 0.029
C 7.3459 0.5323 -1.5666 0.058 0.034 -0.058
C 6.6929 -0.1217 -0.5359 -0.117 -0.029 0.048
N 3.7747 -0.0924 1.4901 -0.550 -0.119 -0.147
C 4.0196 1.3518 1.3784 0.051 0.748 -0.081
C 3.8873 -0.5091 2.8952 0.039 -0.278 0.775
C -1.3392 0.4259 0.3328 0.071 0.177 0.031
C -2.3916 1.3225 0.1796 -0.143 -0.338 -0.060
C -2.0802 2.7726 0.3604 0.371 -0.006 0.075
O -0.9712 3.1810 0.6149 -0.121 0.004 -0.025
O -3.1474 3.5408 0.2117 -0.362 -0.189 -0.089
C -2.9583 4.9519 0.3672 0.168 0.608 0.084
C -4.2944 5.6367 0.1582 0.270 -0.377 0.022
C -3.6651 0.8664 -0.1272 0.062 -0.051 0.009
H -7.7134 -4.6250 -0.5904 -0.096 -0.069 -0.020
H -6.6795 -4.0586 0.7266 -0.024 -0.018 0.095
H -5.9637 -4.8611 -0.6770 0.038 -0.123 -0.011
H -7.3974 -2.1457 -0.7267 0.151 -0.143 -0.115
H -6.6857 -2.9629 -2.1381 0.007 0.088 0.138
H -3.0250 -2.4541 -0.2492 -0.026 -0.122 -0.017
H -0.8504 -2.8504 0.1948 0.210 0.102 0.045
H 1.4580 -3.5413 -0.2331 -0.058 0.053 0.124
H 1.1368 -3.6124 1.5132 -0.039 -0.001 -0.099
H 3.3978 -3.5525 1.4079 -0.087 0.072 -0.019
H 3.0634 -1.6496 -0.7211 0.076 -0.028 -0.007
H 4.3901 -2.7900 -0.5082 -0.063 0.113 0.017
H 5.3958 -1.4061 1.2332 -0.106 0.105 0.012
H 3.5025 0.3194 -1.5701 -0.151 -0.004 -0.007
H 4.6625 1.4740 -3.3828 -0.055 0.047 -0.079
H 7.1250 1.6177 -3.3970 0.053 0.053 -0.082
H 8.4229 0.5901 -1.5659 0.110 0.007 -0.007
H 7.2697 -0.5723 0.2589 0.053 -0.053 0.105
H 2.7641 -0.2902 1.2076 0.419 0.069 0.181
H 3.3610 1.8780 2.0661 -0.028 -0.117 0.062
H 5.0555 1.5792 1.6273 -0.017 -0.073 -0.014
H 3.8131 1.7028 0.3717 0.012 -0.072 0.083
H 3.6625 -1.5697 2.9750 0.041 0.152 -0.063
H 3.1727 0.0474 3.4980 -0.020 0.059 -0.072
H 4.8922 -0.3122 3.2673 0.027 0.067 -0.113
H -0.3661 0.8213 0.5711 -0.057 -0.025 -0.014
H -2.2146 5.2881 -0.3638 -0.083 -0.073 0.140
H -2.5602 5.1432 1.3699 -0.020 -0.047 -0.172
H -5.0171 5.2806 0.8871 -0.099 0.022 0.066
H -4.1748 6.7097 0.2724 0.002 0.107 0.009
H -4.6731 5.4258 -0.8380 -0.067 0.035 -0.095
H -4.4901 1.5503 -0.2488 -0.057 0.029 -0.010
```
Positions in Å, forces in eV/Å.

Summary:
- Energy relative to the best compared isomer or geometry (same formula, charge and spin): 0.000 eV
- F_max: 0.82 eV Å⁻¹
- Charge: +1
- SMILES string: CCOC(=O)c1cc(NC(=O)CNC[C@@H](c2ccccc2)[NH+](C)C)cc(C(=O)OCC)c1
- Total energy: -40111.0940 eV
- Kohn-Sham gap: 0.3483 hartree

Atomic partial charges in e from the Löwdin method, atoms 1 to 4: atom 1 (C): -0.06, atom 2 (C): -0.20, atom 3 (O): -0.01, atom 4 (C): -0.45

=====

C6H11F6N3O12P2PdS2 | the ωB97M-V functional and the def2-TZVPD basis

Structure (XYZ):
```
43
Properties=species:S:1:pos:R:3:forces:R:3
Pd -0.9515 1.5905 -0.8917 0.013 -0.031 0.031
N 1.8154 -1.0842 1.5069 -0.355 -0.438 -0.476
C 1.5271 0.4005 1.4909 -0.062 0.084 -0.009
C 2.3993 1.0445 2.5723 0.002 -0.051 0.034
P 2.0885 0.9697 -0.2144 0.043 0.059 -0.186
O 3.2585 2.0298 0.0925 -0.009 0.013 0.016
O 2.6324 -0.2376 -0.8697 0.019 0.095 0.124
O 1.0324 1.8576 -0.8713 0.057 -0.136 0.097
P -0.2583 0.6094 2.0296 -0.098 0.193 0.006
O -0.9126 -0.7603 1.4986 0.221 -0.127 -0.216
O -0.3065 0.6857 3.4977 0.031 0.015 0.026
O -0.8394 1.7442 1.1970 -0.030 -0.114 -0.043
H 2.7660 -1.2530 1.1715 0.013 -0.011 -0.086
H 1.1931 -1.6056 0.8461 0.287 0.266 0.190
H 1.6888 -1.4614 2.4459 -0.025 -0.023 0.025
H 3.4587 0.8742 2.3754 -0.005 0.005 -0.006
H 2.1247 0.6579 3.5530 -0.007 0.007 0.014
H 2.2348 2.1201 2.5829 0.001 -0.011 -0.002
H 4.0979 1.6766 -0.2272 0.002 0.002 0.005
H -1.4701 -1.1810 2.1664 -0.023 -0.044 -0.055
O -2.8413 1.4290 -1.3979 0.016 0.023 -0.045
O -2.4130 1.5614 -2.5632 -0.071 -0.004 0.056
C -0.6266 6.2703 -0.4615 0.006 -0.006 0.002
C -0.9050 4.8582 -0.6573 -0.051 0.003 0.049
N -1.1308 3.7487 -0.7978 0.041 0.014 -0.083
H 0.4214 6.3925 -0.1940 0.000 0.002 -0.001
H -1.2539 6.6533 0.3410 0.002 0.003 0.000
H -0.8339 6.8151 -1.3802 0.000 0.000 0.000
F -1.6214 -2.3404 -4.0015 -0.044 0.026 -0.098
C -0.4155 -2.2628 -3.4491 -0.070 -0.046 0.242
F 0.2680 -1.2839 -4.0305 0.069 0.058 -0.095
F 0.2255 -3.4047 -3.6234 -0.015 0.001 -0.061
S -0.5796 -1.8908 -1.6282 0.469 -0.480 -0.018
O -0.6881 -0.4355 -1.6549 0.066 0.197 0.127
O 0.6187 -2.4552 -1.0603 -0.336 0.412 0.310
N -1.9409 -2.4492 -1.1446 -0.143 -0.011 0.084
S -2.1965 -4.0029 -0.8688 0.137 0.086 -0.024
O -3.5989 -4.2484 -0.9071 -0.033 -0.009 -0.015
O -1.2708 -4.8596 -1.5442 -0.091 -0.035 0.031
C -1.7764 -4.1633 0.9253 0.093 0.027 -0.155
F -0.4626 -4.0247 1.1409 -0.009 -0.008 0.024
F -2.1538 -5.3593 1.3590 0.018 -0.004 0.058
F -2.4038 -3.2255 1.6463 -0.130 -0.002 0.121
```
Positions in Å, forces in eV/Å.

Summary:
- Energy relative to the best compared isomer or geometry (same formula, charge and spin): 1.524 eV
- Expectation value of S²: 2.0959
- F_max: 0.74 eV Å⁻¹
- Charge: 0
- Total energy: -95472.7550 eV
- Kohn-Sham gap (alpha / beta): 0.2874 / 0.2848 hartree
- 2S+1: 3

Atomic partial charges in e from the Löwdin method, atoms 1 to 4: atom 1 (Pd): 1.16, atom 2 (N): 0.17, atom 3 (C): -0.47, atom 4 (C): -0.09